{
  "formula": "C31H50BFN12O5",
  "method": "the ωB97M-V functional and the def2-TZVPD basis",
  "orbital_gap_ev": 7.5469,
  "energy_ha": -2369.10693,
  "e_homo_ev": -7.95,
  "smiles": "C=C[C@@]1(NCC)[C@@H](C(=O)NC(=O)F)C(=O)N[C@@]1(CCCCN)B(O)OC.CC#N.CC#N.CC#N.CC#N.CC#N.CC#N.CC#N.CC#N",
  "species": ["C", "C", "C", "N", "C", "C", "C", "C", "O", "N", "C", "O", "F", "C", "O", "N", "C", "C", "C", "C", "C", "N", "B", "O", "O", "C", "H", "H", "H", "H", "H", "H", "H", "H", "H", "H", "H", "H", "H", "H", "H", "H", "H", "H", "H", "H", "H", "H", "H", "H", "H", "H", "C", "C", "N", "H", "H", "H", "C", "C", "N", "H", "H", "H", "C", "C", "N", "H", "H", "H", "C", "C", "N", "H", "H", "H", "C", "C", "N", "H", "H", "H", "C", "C", "N", "H", "H", "H", "C", "C", "N", "H", "H", "H", "C", "C", "N", "H", "H", "H"],
  "positions_angstrom": [[-0.328800, -0.615853, -1.865879], [-1.375827, -0.181665, -1.060825], [-1.288861, 0.311200, 0.399245], [-2.392578, 1.180662, 0.829010], [-2.934926, 2.045320, -0.226933], [-3.752753, 3.243215, 0.358560], [-1.538993, -1.025020, 1.214094], [-2.681359, -1.915569, 0.749367], [-3.691087, -1.540576, 0.250351], [-2.516476, -3.330227, 0.981759], [-3.780683, -3.984191, 1.008179], [-4.498402, -3.996516, 1.894741], [-4.088474, -4.632208, -0.114527], [-0.109140, -1.660443, 1.162640], [0.216893, -2.790969, 1.232181], [0.800094, -0.594703, 0.980093], [0.131196, 0.743596, 0.962529], [0.024250, 1.057391, 2.496257], [1.277458, 1.742011, 3.107624], [2.569253, 0.854705, 3.082793], [3.378951, 1.011777, 4.398124], [4.577285, 0.151038, 4.442139], [0.978109, 1.809208, 0.100578], [1.761960, 1.338875, -0.931721], [1.035073, 3.172991, 0.337708], [-0.231367, 3.810481, 0.551967], [0.169838, -1.590065, -1.753539], [-0.049658, 0.041970, -2.706474], [-2.389774, -0.237794, -1.492451], [-3.178052, 0.656841, 1.197701], [-2.141495, 2.404627, -0.901611], [-3.641982, 1.510353, -0.896667], [-3.530220, 4.145783, -0.237918], [-3.513404, 3.392142, 1.423022], [-4.836979, 3.075975, 0.226680], [-1.867182, -0.748862, 2.244834], [-2.182801, -3.380302, 1.950002], [1.346727, -0.831877, 0.150156], [-0.832968, 1.716271, 2.729611], [-0.152884, 0.148756, 3.100185], [1.463880, 2.758720, 2.730222], [1.052954, 1.866849, 4.187985], [3.198237, 1.086756, 2.208067], [2.256014, -0.204400, 3.035982], [3.706434, 2.063781, 4.499595], [2.780130, 0.772863, 5.294665], [4.403709, -0.714808, 3.943745], [5.380946, 0.641712, 4.064356], [2.005598, 2.084560, -1.501295], [-0.015102, 4.807350, 0.977793], [-0.881981, 3.299071, 1.278295], [-0.756871, 4.006333, -0.398226], [-2.016597, -4.196544, -3.395818], [-0.790221, -3.481248, -3.723969], [0.174901, -2.914436, -3.982665], [-2.620679, -4.375753, -4.285418], [-1.801355, -5.164367, -2.943103], [-2.627428, -3.631424, -2.690666], [5.787696, 4.862025, 4.474573], [5.929487, 3.809602, 3.481091], [6.042790, 2.978954, 2.695104], [6.185368, 5.809824, 4.109127], [4.741302, 5.023841, 4.739851], [6.320248, 4.617672, 5.394481], [0.342015, -2.897568, -7.354824], [-0.278801, -3.266417, -8.620934], [-0.767146, -3.557191, -9.619292], [1.427747, -2.982396, -7.403300], [0.107876, -1.869780, -7.078422], [0.002450, -3.537478, -6.542346], [-7.159479, -1.458394, 0.137682], [-7.899380, -0.271046, -0.270745], [-8.479685, 0.666071, -0.592535], [-6.128075, -1.216289, 0.393412], [-7.611164, -1.928303, 1.011438], [-7.131946, -2.203866, -0.656980], [-0.943659, -6.522543, 1.446933], [-0.263535, -7.792541, 1.665971], [0.271597, -8.793200, 1.838544], [-0.656239, -6.074908, 0.495632], [-2.027076, -6.649880, 1.435367], [-0.705527, -5.803191, 2.230669], [9.014186, 5.491011, 0.616666], [8.209170, 5.845372, 1.776224], [7.572106, 6.124707, 2.688796], [8.659318, 4.568166, 0.157743], [8.979592, 6.272246, -0.142413], [10.058547, 5.343004, 0.890580], [3.258893, -6.101181, -8.809463], [3.525620, -4.940065, -7.970368], [3.735720, -4.023793, -7.310762], [3.718863, -5.993454, -9.791468], [3.651480, -7.012956, -8.359591], [2.188576, -6.242182, -8.961145], [-5.366150, 5.767141, 2.818662], [-3.914214, 5.723663, 2.932260], [-2.769792, 5.685624, 3.017995], [-5.739284, 6.787782, 2.901223], [-5.699537, 5.370688, 1.859372], [-5.842441, 5.177887, 3.602090]],
  "atomic_forces_ev_per_a": [[-0.6, 0.2, 0.2], [0.9, 0.5, -0.2], [-2.3, -3.1, 1.6], [0.1, 0.7, -1.4], [-1.1, 0.6, -0.3], [0.2, -0.3, -0.5], [0.5, -0.1, 0.8], [1.5, -1.2, -0.1], [-1.3, 1.0, -0.8], [-0.1, 0.8, 0.7], [2.0, 0.4, -2.7], [-2.7, -0.3, 3.6], [0.5, 0.1, -0.5], [-0.4, 3.3, 0.3], [0.2, -2.2, 0.1], [-0.3, -0.6, -1.3], [-0.4, -1.6, 0.6], [0.0, 1.5, 0.2], [0.3, -0.8, 0.8], [-0.6, 0.3, 0.7], [0.6, 0.0, -0.5], [-0.3, 0.5, 0.3], [0.5, 0.2, -0.3], [-0.5, 0.2, 0.3], [-1.1, -0.9, -0.5], [0.2, 1.4, 0.6], [1.4, 1.3, 1.0], [-1.2, -1.5, -1.0], [0.5, 2.1, -0.3], [0.3, -0.1, -0.1], [-0.1, -0.2, 0.5], [0.5, 0.0, 0.2], [0.0, -0.2, 0.5], [-0.1, 0.1, -0.5], [0.4, -0.1, 0.3], [0.6, -0.3, -0.2], [0.5, -0.4, -0.4], [0.4, 0.3, 0.4], [0.3, -0.3, -0.4], [0.2, 0.2, -0.5], [-0.1, -0.4, -0.1], [-0.1, 0.1, -0.5], [-0.1, -0.2, 0.3], [0.2, 0.4, -0.2], [-0.1, -0.4, 0.0], [-0.2, 0.1, -0.5], [0.2, 0.2, 0.0], [-0.2, -0.3, -0.2], [0.3, -0.2, 0.3], [-0.1, -0.5, -0.1], [0.2, -0.1, -0.4], [0.2, -0.4, 0.3], [-0.3, -0.2, 0.1], [0.0, 0.0, 0.0], [-0.1, -0.1, 0.0], [0.1, 0.1, -0.1], [0.2, 0.1, 0.0], [0.1, 0.1, 0.0], [-0.4, 0.4, 0.6], [0.0, 0.0, 0.0], [0.0, 0.0, 0.1], [-0.1, -0.4, 0.0], [0.0, -0.3, -0.1], [0.0, -0.2, -0.1], [0.2, 0.1, 0.3], [0.0, 0.0, 0.0], [0.1, 0.0, 0.1], [0.0, -0.1, -0.1], [-0.1, 0.0, -0.1], [-0.1, 0.0, -0.1], [0.2, -0.3, 0.2], [0.0, 0.0, 0.0], [0.1, -0.1, 0.0], [0.0, 0.1, -0.1], [-0.1, 0.1, 0.0], [-0.1, 0.1, -0.1], [-0.2, 0.4, -0.1], [0.0, 0.0, 0.0], [-0.1, 0.1, 0.0], [0.1, -0.1, 0.0], [0.1, -0.2, 0.0], [0.1, -0.1, 0.0], [0.2, -0.1, -0.4], [0.0, 0.0, 0.0], [0.6, 0.4, -0.6], [-0.1, 0.0, 0.2], [-0.1, 0.1, 0.1], [-0.1, 0.0, 0.2], [-0.1, -0.3, -0.2], [0.0, 0.0, 0.0], [-0.1, -0.1, -0.1], [0.0, 0.2, 0.1], [0.0, 0.1, 0.1], [0.0, 0.2, 0.1], [-0.4, 0.0, 0.0], [0.0, 0.0, 0.0], [-0.1, 0.0, 0.0], [0.2, 0.0, 0.0], [0.2, 0.0, 0.0], [0.2, 0.0, 0.0]]
}